1.
A cluster of 2 separate species, C11H18 in total at a distorted geometry, computed with wB97M-V/def2-TZVPD.

HOMO	-9.10	eV
total charge	0
calculated total energy	-11698.4395	eV
largest force on an atom	1.6	eV Å⁻¹
ΔE to the lowest compared entry with this formula, charge and spin	81.11	kJ/mol
structure (SMILES)	CCc1ccccc1.CCC

Each line ends with the natural charge from an NBO analysis.
Cartesian coordinates (Å):
1 C -1.449 -0.245 -0.862  -0.429
2 C -1.421 1.148 -1.456  -0.613
3 C -0.126 -0.968 -0.916  0.007
4 C 0.479 -1.322 -2.117  -0.222
5 C 0.588 -1.185 0.260  -0.223
6 C 1.689 -2.008 -2.114  -0.204
7 C 1.793 -1.870 0.257  -0.204
8 C 2.383 -2.266 -0.940  -0.215
9 H -1.739 -0.191 0.186  0.207
10 H -2.245 -0.834 -1.327  0.213
11 H -2.142 1.854 -1.043  0.216
12 H -0.040 -1.154 -3.051  0.209
13 H 0.104 -0.988 1.209  0.206
14 H 2.174 -2.147 -3.079  0.210
15 H 2.297 -1.969 1.211  0.210
16 H 3.374 -2.693 -0.959  0.214
17 H -1.425 1.157 -2.548  0.208
18 H -0.544 1.747 -1.172  0.209
19 C -0.755 1.912 2.585  -0.404
20 C -2.260 2.126 2.470  -0.622
21 C 0.306 2.628 1.717  -0.599
22 H -0.353 2.212 3.559  0.197
23 H -0.549 0.842 2.573  0.191
24 H -2.640 2.264 3.476  0.217
25 H 0.429 3.659 2.037  0.200
26 H 1.233 2.064 1.816  0.214
27 H -2.836 1.328 2.002  0.207
28 H -2.483 2.944 1.777  0.206
29 H 0.058 2.674 0.657  0.194

=====

2.
A structure of composition C20H38N16O17Y at a distorted geometry, computed with wB97M-V/def2-TZVPD.

HOMO	-4.45	eV
total charge	-1
calculated total energy	-81063.5128	eV
largest force on an atom	6.8	eV Å⁻¹

Each line ends with the Löwdin charge.
Cartesian coordinates (Å):
1 Y 9.358 11.149 12.910  1.632
2 C 6.514 15.921 14.328  0.016
3 C 6.666 15.850 15.817  -0.383
4 C 7.530 14.569 16.358  -0.308
5 O 7.388 14.174 17.476  0.061
6 C 8.234 13.706 15.340  -0.037
7 C 7.915 13.837 14.059  -0.393
8 C 7.161 15.040 13.497  -0.359
9 O 7.219 15.056 12.187  -0.133
10 O 8.220 12.990 13.127  -0.203
11 O 6.218 16.562 16.609  0.092
12 H 6.112 16.793 13.898  0.079
13 H 8.725 12.825 15.774  0.104
14 C 11.898 9.697 9.932  -0.062
15 C 10.712 9.141 10.357  -0.327
16 C 10.325 7.759 9.696  -0.369
17 O 9.384 7.140 10.291  -0.079
18 C 11.096 7.306 8.632  -0.020
19 C 12.178 8.005 8.019  -0.412
20 C 12.609 9.245 8.828  -0.407
21 O 13.634 9.886 8.540  -0.010
22 O 12.723 7.718 6.955  0.006
23 O 9.937 9.499 11.301  -0.163
24 H 12.191 10.613 10.390  0.086
25 H 10.876 6.354 8.129  0.105
26 O 5.081 12.334 13.912  -0.044
27 H 6.005 12.572 13.982  -0.006
28 H 4.575 13.078 13.559  0.050
29 C 8.025 10.185 15.825  -0.661
30 O 8.537 10.877 14.984  -0.116
31 N 8.599 9.071 16.129  0.213
32 N 6.770 10.644 16.210  0.206
33 H 8.298 8.388 16.827  0.129
34 H 9.475 8.873 15.589  0.117
35 H 6.628 11.656 16.092  0.105
36 H 6.447 10.246 17.074  0.095
37 C 6.761 9.031 12.595  -0.631
38 O 7.354 10.053 12.879  -0.055
39 N 5.565 8.803 13.172  0.173
40 N 7.171 8.080 11.724  0.208
41 H 5.180 9.632 13.644  0.112
42 H 5.002 8.162 12.672  0.084
43 H 8.038 8.233 11.255  0.046
44 H 6.721 7.159 11.703  0.124
45 C 11.927 8.808 13.826  -0.602
46 O 10.655 8.935 13.876  -0.085
47 N 12.658 9.220 14.839  0.200
48 N 12.434 7.946 12.879  0.197
49 H 12.250 10.064 15.240  0.118
50 H 13.605 9.399 14.568  0.090
51 H 11.682 7.410 12.356  0.148
52 H 13.136 8.291 12.278  0.027
53 C 15.162 9.799 12.215  -0.624
54 O 14.455 10.751 12.449  0.042
55 N 14.861 8.825 11.338  0.160
56 N 16.300 9.358 13.064  0.094
57 H 15.286 7.917 11.346  0.118
58 H 14.060 9.002 10.730  0.080
59 H 16.963 8.837 12.459  0.081
60 H 16.843 10.155 13.445  0.088
61 C 8.881 11.969 6.646  -0.731
62 O 7.884 12.610 6.727  0.040
63 N 8.993 10.698 7.179  0.187
64 N 9.921 12.481 5.962  0.157
65 H 9.888 10.286 7.405  0.095
66 H 8.276 10.587 7.889  0.063
67 H 10.728 11.950 5.708  0.100
68 H 9.800 13.384 5.544  0.104
69 C 10.406 13.245 10.571  -0.577
70 O 10.652 12.385 11.459  -0.105
71 N 9.510 14.180 10.610  0.247
72 N 11.137 13.261 9.373  0.176
73 H 8.826 14.194 11.337  0.054
74 H 9.475 14.860 9.885  0.126
75 H 11.955 12.722 9.526  0.072
76 H 10.713 13.000 8.515  0.064
77 C 11.653 13.382 13.952  -0.628
78 O 11.119 12.280 14.057  -0.067
79 N 12.903 13.422 13.401  0.191
80 N 11.073 14.550 14.250  0.224
81 H 13.137 12.592 12.876  0.077
82 H 13.402 14.274 13.259  0.098
83 H 11.543 15.416 14.321  0.104
84 H 10.328 14.510 14.914  0.079
85 C 7.147 11.822 10.023  -0.575
86 O 8.198 11.338 10.484  -0.026
87 N 6.326 11.174 9.107  0.131
88 N 6.737 13.125 10.237  0.169
89 H 5.993 11.768 8.346  0.093
90 H 6.463 10.224 8.771  0.101
91 H 5.803 13.430 9.944  0.113
92 H 6.952 13.501 11.167  0.047

=====

| no. | E_LUMO (Ha) |
| --- | --- |
| 1 | 0.039 |
| 2 | 0.014 |